Here is C33H43CdN5O2S as an isolated structure from OMol25. Energies are from ωB97M-V/def2-TZVPD.

Geometry (Å):
O  -3.327900  2.098100  -1.244200
H  1.620400  -1.180600  2.108200
H  2.228000  -1.279900  -3.802400
N  -2.070300  0.221800  -0.801600
N  -0.005100  1.650800  -0.146900
H  -1.523000  -6.971700  -0.236400
H  -1.624100  -3.196700  -4.317800
C  3.452900  -0.092900  -2.476900
H  -3.740800  -1.596900  2.356100
C  4.721000  0.763800  -2.505400
H  3.944500  -1.282200  -4.233300
C  -1.576800  -1.418700  -3.063100
H  -0.774000  -3.410500  -2.777400
H  4.214900  -3.764200  1.378300
H  0.234300  5.430500  -0.035800
H  -1.134100  -0.235500  -4.832400
C  -4.576700  -0.911900  2.218300
H  4.615700  1.587500  -3.207100
C  -4.380000  -0.091700  0.941200
C  -5.007300  -2.013900  -0.549700
C  -0.966800  -2.717400  -3.596400
H  1.290600  -4.687900  -0.674300
H  -2.742500  -0.980200  -4.826400
H  1.505800  -3.080800  -0.092800
H  -1.889400  4.327000  -0.735100
H  5.337100  -4.009000  -0.777800
C  -3.663900  -2.674100  -2.411200
C  2.308300  -2.991800  3.026500
C  -5.574600  0.826000  0.677400
C  -2.307300  1.532000  -0.865800
H  -5.879200  -2.176500  0.068500
C  -4.785200  -2.855300  -1.623700
N  1.980200  -0.029000  -0.022700
H  -5.486200  -3.647000  -1.852800
H  3.752900  0.082000  2.361600
H  -3.494100  0.536300  1.088000
C  -1.989700  -0.492200  -4.210200
C  -4.135100  -0.974600  -0.258000
H  -4.623000  -0.247500  3.079300
C  4.657600  -3.182500  -0.619200
C  3.129400  -0.669400  -3.856400
H  1.834700  -2.722300  3.966900
C  3.611300  -1.160300  -1.417500
H  0.184200  -6.768600  0.163100
C  3.549100  -0.805100  2.956400
C  4.462700  -2.238200  -1.610200
H  5.002400  -2.341000  -2.539000
H  3.132200  -0.490000  3.910900
C  1.163500  2.198300  0.146000
C  1.282700  3.582000  0.217200
H  1.638300  -3.673700  2.505900
H  4.489600  -1.323400  3.136800
C  -0.676300  -6.296100  -0.318000
C  0.166600  4.351700  -0.080700
H  5.581600  0.167000  -2.796900
H  3.233000  -3.514000  3.257900
C  -0.311900  -3.923000  0.341500
H  -5.732700  1.494800  1.521200
H  -6.480100  0.244300  0.515800
N  -1.026200  -5.052900  0.328400
H  -3.500900  -3.343800  -3.241800
H  2.954900  0.139700  -4.563500
H  2.228600  4.025000  0.484400
H  4.907500  1.176600  -1.517300
Cd  -0.140200  -0.477500  -0.186300
H  -0.024000  -2.507600  -4.098000
H  -5.381800  1.425800  -0.208700
O  3.444700  1.628400  0.584600
C  -3.018700  -0.766900  -1.085700
C  -2.771000  -1.644800  -2.158800
C  2.573500  -1.726800  2.212100
C  -1.025400  3.745400  -0.453800
S  -0.949300  -2.620900  1.195400
C  -1.083800  2.353900  -0.455500
N  0.868500  -3.852000  -0.295800
H  -0.781700  -0.900600  -2.483600
C  4.016400  -3.044800  0.597900
C  3.155500  -1.980700  0.836900
H  -1.927300  -4.980600  0.778400
H  2.616300  0.554600  -2.186500
C  2.328800  1.224800  0.274200
H  -5.498000  -1.489200  2.182500
C  2.938800  -1.040000  -0.188500
H  -0.453000  -6.146700  -1.376700
H  -2.415700  0.425700  -3.811500

Force components x, y, z for each atom (eV/Å):
0.054 0.218 0.102
0.330 -0.245 -0.051
-0.050 -0.090 -0.099
-0.057 -0.144 -0.017
0.075 1.460 0.172
0.023 0.004 -0.038
-0.058 -0.094 -0.061
0.030 0.072 -0.104
0.011 -0.104 0.077
-0.179 0.048 0.091
0.074 -0.091 -0.087
0.137 -0.113 -0.001
0.024 -0.114 0.007
-0.032 -0.066 0.091
-0.014 0.019 -0.035
0.079 0.007 -0.120
0.185 0.134 -0.159
0.003 0.099 -0.137
-0.121 0.067 0.080
-0.012 -0.052 -0.052
-0.033 0.232 0.161
-0.010 0.109 -0.020
-0.074 -0.045 -0.061
-0.172 -0.233 -0.039
-0.119 -0.063 -0.004
0.019 -0.033 -0.041
0.021 -0.081 -0.021
-0.054 0.197 -0.177
0.208 0.078 -0.033
-0.048 -0.077 -0.200
-0.060 0.050 0.093
-0.091 -0.026 0.039
-0.206 -0.288 -0.029
-0.017 -0.038 0.018
0.086 0.075 0.004
-0.149 -0.098 -0.032
0.235 0.097 0.253
0.297 0.154 -0.047
-0.059 0.026 0.107
0.073 -0.083 0.032
-0.070 0.099 0.287
-0.037 0.009 0.132
-0.262 0.129 0.123
-0.008 0.004 -0.012
-0.201 0.086 -0.088
0.012 -0.027 -0.011
0.034 0.033 -0.177
-0.027 -0.018 0.154
0.033 0.519 -0.026
0.140 -0.305 0.042
-0.031 -0.103 -0.042
0.106 -0.054 0.035
0.279 -0.078 -0.070
-0.011 -0.117 0.005
0.140 -0.096 -0.083
0.108 -0.092 0.066
0.315 -0.161 -0.214
-0.084 0.071 0.108
-0.125 -0.088 0.036
-0.065 0.139 0.003
0.074 -0.057 -0.122
0.005 0.029 -0.094
0.110 -0.008 -0.001
0.058 0.059 0.084
0.055 -1.674 0.482
0.089 0.003 -0.077
-0.052 0.053 -0.035
0.056 0.274 -0.128
-0.634 -0.218 -0.268
0.152 0.211 0.169
-0.080 0.068 0.189
-0.143 -0.228 0.022
-0.123 0.862 0.134
0.020 0.445 -0.062
-0.248 -0.432 0.014
-0.360 -0.171 -0.335
0.016 -0.048 0.035
-0.083 0.327 0.032
0.127 0.046 -0.102
0.170 -0.155 -0.051
-0.006 -0.029 0.131
-0.092 -0.076 0.029
0.413 -0.313 0.047
-0.048 0.004 -0.009
-0.073 0.109 -0.013

Electronic energy ... -2273.58525 hartree
HOMO energy ... -7.90 eV
Charge ... 0
Spin multiplicity ... 1
Strongest force on any atom ... 1.7 eV/Å
Gap between HOMO and LUMO ... 8.00 eV

And the Mulliken charges, in e, turn out to be: O -0.74; H -0.20; H 0.31; N 0.81; N -0.05; H 0.36; H 0.45; C 0.84; H 0.23; C -1.66; H 0.32; C 2.22; H 0.18; H 0.32; H 0.44; H 0.43; C -1.44; H 0.43; C 0.73; C -0.53; C -1.65; H 0.34; H 0.36; H -0.43; H 0.52; H 0.38; C -0.87; C -1.68; C -1.58; C -0.32; H 0.34; C -1.58; N 1.81; H 0.40; H 0.35; H 0.19; C -1.75; C 0.81; H 0.45; C -1.78; C -1.56; H 0.41; C 0.72; H 0.34; C -1.62; C -0.29; H 0.38; H 0.43; C -0.06; C -0.52; H 0.20; H 0.34; C -1.10; C -0.38; H 0.34; H 0.41; C 0.49; H 0.43; H 0.35; N -0.15; H 0.32; H 0.46; H 0.52; H 0.38; Cd 0.56; H 0.37; H 0.36; O -0.76; C 0.01; C 0.72; C 1.14; C -0.49; S -0.58; C 0.03; N -0.02; H -0.85; C -0.33; C 0.04; H 0.27; H -0.04; C -0.44; H 0.31; C 0.34; H 0.33; H 0.39